Formula: C39H56Ge2IrN4OSSbTe
Source: the OMol25 dataset
Level of theory: ωB97M-V with the def2-TZVPD basis set

Computed properties:
Frontier orbital gap (alpha / beta): 5.41 / 5.40 eV

Geometry as ORCA input:
```
! RIJCOSX wB97M-V def2-TZVPD def2/J DEFGRID3
* xyz 3 2
Ir 0.976 1.157 0.343
S -0.942 -3.111 6.922
N -1.621 -1.866 6.165
C -0.858 -1.508 5.138
C -1.112 -0.473 4.190
C -2.284 0.282 4.218
C -2.490 1.227 3.234
C -1.533 1.359 2.235
N -0.387 0.697 2.212
C -0.124 -0.201 3.196
C 1.104 -0.939 3.201
N 2.167 -0.571 2.379
C 3.052 -1.543 2.006
C 3.122 -2.754 2.643
C 2.291 -3.006 3.731
C 1.257 -2.107 3.988
C 0.293 -2.336 5.018
N 0.333 -3.273 5.956
H -2.991 0.109 5.013
H -3.371 1.846 3.213
H -1.703 2.059 1.424
H 3.746 -1.255 1.232
H 3.852 -3.481 2.333
H 2.393 -3.885 4.344
O 0.368 -1.543 0.105
H 0.784 -2.004 0.840
H 0.927 -1.710 -0.665
Ge 1.735 0.943 -2.079
C 0.987 -0.199 -3.560
C 0.149 -1.290 -3.414
C -0.249 -2.028 -4.519
C 0.183 -1.668 -5.782
C 1.013 -0.572 -5.938
C 1.423 0.153 -4.832
C 1.488 2.756 -2.906
C 2.585 3.472 -3.365
C 2.397 4.568 -4.194
C 1.114 4.966 -4.538
C 0.017 4.251 -4.088
C 0.202 3.162 -3.251
H 3.227 0.767 -2.395
H -0.199 -1.590 -2.428
H -0.878 -2.897 -4.391
H -0.121 -2.246 -6.643
H 1.352 -0.278 -6.920
H 2.080 0.999 -4.970
H 3.590 3.151 -3.123
H 3.254 5.098 -4.582
H 0.974 5.832 -5.167
H -0.980 4.529 -4.391
H -0.651 2.578 -2.928
C -4.783 -4.417 -1.376
C -3.287 -4.393 -1.516
C -2.788 -4.570 -2.927
Sb -2.465 -2.392 -0.743
C -3.236 -1.966 1.338
C -2.966 -3.178 2.205
C -4.693 -1.564 1.335
C -3.085 -0.616 -2.015
C -4.559 -0.663 -2.338
C -2.659 0.636 -1.282
H -5.133 -5.389 -1.730
H -5.269 -3.656 -1.983
H -5.104 -4.324 -0.341
H -2.821 -5.115 -0.844
H -3.201 -3.819 -3.599
H -3.104 -5.545 -3.301
H -1.699 -4.538 -2.966
H -2.620 -1.126 1.660
H -3.502 -4.056 1.849
H -3.304 -2.982 3.222
H -1.902 -3.412 2.240
H -5.335 -2.346 0.939
H -4.863 -0.648 0.774
H -5.001 -1.374 2.364
H -2.498 -0.733 -2.926
H -5.186 -0.649 -1.450
H -4.806 -1.536 -2.937
H -4.817 0.215 -2.931
H -3.208 0.748 -0.351
H -2.872 1.508 -1.900
H -1.587 0.616 -1.055
C 0.220 4.864 1.906
Te 0.453 3.897 -0.003
C 2.431 4.680 -0.280
H 0.903 4.458 2.647
H -0.804 4.756 2.248
H 0.428 5.920 1.755
H 2.364 5.550 -0.926
H 3.070 3.939 -0.745
H 2.830 4.974 0.685
C 4.222 3.135 2.839
Ge 4.377 1.364 1.963
C 5.073 1.420 0.103
C 5.407 0.117 3.123
C 2.380 0.738 1.996
H 5.114 3.718 2.642
H 4.141 3.010 3.914
H 3.361 3.696 2.492
H 6.132 1.174 0.116
H 4.977 2.415 -0.317
H 4.570 0.715 -0.552
H 6.239 0.688 3.527
H 5.822 -0.726 2.579
H 4.828 -0.256 3.963
H 1.876 1.408 2.702
*
```

=====

Formula: C17H37BBrNO7P2S
Source: the OMol25 dataset
Level of theory: ωB97M-V with the def2-TZVPD basis set

Computed properties:
Frontier orbital gap: 8.36 eV
Relative energy (zero: lowest compared OMol25 entry of this formula, charge and spin): 25.51 kcal per mole

Geometry as ORCA input:
```
! RIJCOSX wB97M-V def2-TZVPD def2/J DEFGRID3
* xyz 0 1
C 0.350 2.382 -3.573
O 0.738 1.045 -3.821
C -0.307 0.250 -4.382
C -0.021 -1.207 -4.149
C -1.154 -2.093 -4.682
C -2.465 -1.851 -3.915
C -3.083 -3.098 -3.270
C -3.383 -2.802 -1.795
C -2.081 -2.667 -1.032
C -2.175 -1.794 0.226
C -1.067 -2.137 1.199
C -0.972 -1.097 2.320
C -0.363 0.254 1.934
C 1.187 0.405 1.894
P 1.879 -0.098 0.173
O 0.576 -0.328 -0.783
Br 2.647 -2.206 0.408
C 1.890 -0.485 2.904
S 1.786 0.078 4.600
O 1.174 -0.934 5.381
O 3.087 0.462 5.023
O 0.852 1.346 4.498
C 1.389 2.351 3.618
B 0.408 3.615 3.723
N -0.668 3.604 4.714
O 0.589 4.677 2.868
C 1.476 1.922 2.121
P 3.046 2.713 1.474
C 4.404 1.492 1.712
O 2.880 2.819 -0.173
H 0.207 2.542 -2.502
H -0.563 2.654 -4.094
H 1.124 3.067 -3.898
H -1.250 0.517 -3.914
H -0.342 0.426 -5.458
H 0.126 -1.423 -3.099
H 0.884 -1.465 -4.693
H -1.293 -1.921 -5.744
H -0.819 -3.112 -4.538
H -3.207 -1.405 -4.572
H -2.287 -1.127 -3.131
H -2.421 -3.958 -3.302
H -4.006 -3.391 -3.761
H -3.952 -1.875 -1.756
H -3.985 -3.576 -1.328
H -1.319 -2.199 -1.643
H -1.681 -3.631 -0.729
H -3.151 -1.909 0.685
H -2.117 -0.759 -0.100
H -1.348 -3.078 1.666
H -0.123 -2.312 0.703
H -0.514 -1.533 3.200
H -1.997 -0.896 2.616
H -0.710 0.955 2.688
H -0.812 0.597 1.011
H 0.332 0.500 -1.233
H 2.955 -0.540 2.733
H 1.544 -1.503 2.878
H 2.373 2.696 3.942
H -0.713 4.479 5.223
H -1.566 3.393 4.293
H -0.162 4.754 2.256
H 0.677 2.425 1.589
H 4.389 0.661 1.017
H 5.339 2.027 1.643
H 4.335 1.159 2.743
H 3.432 2.142 -0.604
*
```

=====

Formula: C73H186N12O18Y
Source: the OMol25 dataset
Level of theory: ωB97M-V with the def2-TZVPD basis set

Computed properties:
Frontier orbital gap: 8.06 eV

Geometry as ORCA input:
```
! RIJCOSX wB97M-V def2-TZVPD def2/J DEFGRID3
* xyz 1 1
Y -21.586 3.742 -4.566
C -21.973 0.373 -7.344
C -21.195 0.296 -5.970
C -19.786 -0.274 -6.250
O -21.129 1.579 -5.364
H -21.506 0.992 -8.110
H -23.004 0.720 -7.271
H -22.017 -0.618 -7.796
H -21.647 -0.400 -5.264
H -19.822 -1.278 -6.673
H -19.044 -0.163 -5.460
H -19.295 0.192 -7.104
C -21.340 8.030 -3.514
C -22.155 6.989 -2.843
C -23.454 7.659 -2.446
O -22.298 5.724 -3.419
H -21.880 8.464 -4.356
H -20.543 7.585 -4.110
H -20.930 8.843 -2.915
H -21.706 6.714 -1.888
H -24.017 6.985 -1.801
H -24.097 7.876 -3.299
H -23.342 8.555 -1.835
C -20.066 -1.032 0.674
O -19.442 -0.867 -0.599
H -19.640 -0.385 1.441
H -21.153 -1.057 0.597
H -19.882 -2.047 1.026
H -19.767 -1.499 -1.244
C -26.040 -0.232 -4.122
O -26.171 1.130 -4.480
H -26.159 -0.888 -4.985
H -25.040 -0.502 -3.782
H -26.778 -0.450 -3.350
H -27.002 1.117 -4.960
C -21.929 1.521 -1.922
O -22.328 2.841 -2.329
H -22.749 0.986 -1.443
H -21.494 0.894 -2.699
H -21.157 1.617 -1.158
H -22.734 3.315 -1.600
C -28.378 0.783 -7.342
O -28.751 1.124 -6.007
H -29.165 0.684 -8.089
H -27.690 1.584 -7.613
H -27.712 -0.079 -7.291
H -29.695 0.987 -5.903
C -25.405 3.198 -6.888
C -23.983 3.593 -6.495
C -23.579 5.024 -6.639
O -22.187 5.205 -6.307
C -21.675 6.463 -6.709
N -23.855 3.141 -5.118
H -25.726 3.423 -7.905
H -26.125 3.483 -6.120
H -25.507 2.112 -6.911
H -23.371 2.936 -7.113
H -24.263 5.673 -6.093
H -23.768 5.237 -7.691
H -22.353 7.315 -6.753
H -21.302 6.339 -7.725
H -20.837 6.719 -6.060
H -24.331 2.254 -5.039
H -24.500 3.620 -4.506
C -22.400 -2.510 -2.805
C -21.074 -3.096 -3.287
C -21.246 -3.749 -4.708
O -19.963 -4.312 -5.063
C -19.801 -4.606 -6.494
N -20.182 -1.999 -3.251
H -22.405 -2.363 -1.725
H -23.172 -3.203 -3.140
H -22.562 -1.580 -3.349
H -20.770 -3.935 -2.661
H -21.424 -2.926 -5.400
H -22.026 -4.508 -4.765
H -19.090 -5.395 -6.737
H -19.797 -3.716 -7.123
H -20.749 -5.125 -6.637
H -20.383 -1.481 -4.095
H -19.266 -2.380 -3.437
C -16.559 1.029 -1.405
C -17.059 0.375 -2.721
C -16.828 -1.178 -2.864
O -17.472 -1.786 -4.016
C -16.918 -3.064 -4.293
N -18.488 0.722 -2.757
H -16.675 2.110 -1.322
H -15.510 0.822 -1.193
H -17.159 0.605 -0.600
H -16.617 0.813 -3.615
H -17.255 -1.638 -1.972
H -15.741 -1.257 -2.824
H -17.022 -3.757 -3.458
H -15.855 -2.953 -4.506
H -17.245 -3.572 -5.200
H -18.887 0.241 -1.963
H -18.920 0.344 -3.588
C -21.363 -1.806 -10.458
C -19.919 -1.718 -11.048
C -19.254 -3.134 -11.130
O -19.013 -3.600 -9.806
C -17.831 -4.348 -9.689
N -19.989 -1.179 -12.425
H -21.839 -0.827 -10.514
H -21.260 -2.022 -9.395
H -21.954 -2.644 -10.829
H -19.357 -1.104 -10.344
H -18.327 -3.093 -11.702
H -20.007 -3.781 -11.581
H -17.826 -4.864 -8.729
H -16.962 -3.690 -9.702
H -17.615 -5.110 -10.437
H -19.070 -0.880 -12.719
H -20.645 -0.410 -12.441
C -28.453 -0.523 -10.994
C -27.144 -1.197 -11.508
C -26.395 -1.969 -10.409
O -26.076 -1.248 -9.186
C -25.394 -0.017 -9.286
N -27.523 -2.114 -12.602
H -29.023 -0.046 -11.792
H -28.189 0.253 -10.276
H -29.089 -1.238 -10.473
H -26.411 -0.521 -11.948
H -25.533 -2.516 -10.794
H -27.080 -2.665 -9.926
H -24.535 -0.202 -9.932
H -25.188 0.263 -8.253
H -25.974 0.750 -9.798
H -26.734 -2.705 -12.819
H -27.629 -1.619 -13.476
C -24.120 -2.950 -6.956
C -25.110 -4.046 -7.415
C -25.069 -5.329 -6.636
O -23.829 -5.928 -6.832
C -23.851 -7.196 -6.140
N -26.445 -3.509 -7.492
H -24.535 -1.972 -7.199
H -23.168 -3.184 -7.431
H -24.078 -2.971 -5.867
H -24.880 -4.333 -8.441
H -25.840 -5.989 -7.035
H -25.200 -5.037 -5.594
H -24.561 -7.927 -6.525
H -24.068 -7.051 -5.081
H -22.891 -7.706 -6.217
H -26.489 -2.687 -8.077
H -26.986 -4.194 -8.000
C -15.299 0.525 -12.288
C -16.781 0.418 -12.027
C -17.328 1.654 -11.297
O -16.405 2.303 -10.436
C -16.769 3.589 -9.964
N -17.381 0.209 -13.312
H -14.927 1.292 -12.967
H -14.959 -0.384 -12.784
H -14.672 0.744 -11.424
H -16.982 -0.500 -11.474
H -18.276 1.496 -10.782
H -17.512 2.466 -12.001
H -16.163 4.052 -9.185
H -17.709 3.511 -9.418
H -16.895 4.252 -10.820
H -17.362 1.113 -13.763
H -16.822 -0.414 -13.877
C -17.411 4.874 -3.028
C -18.749 4.795 -3.811
C -18.530 4.312 -5.243
O -19.771 4.221 -5.848
C -19.513 3.754 -7.163
N -19.552 3.800 -3.173
H -17.682 5.142 -2.007
H -16.772 5.713 -3.305
H -16.784 3.984 -2.997
H -19.205 5.778 -3.920
H -18.010 3.356 -5.193
H -17.807 4.907 -5.801
H -20.457 3.574 -7.679
H -18.994 2.804 -7.293
H -18.930 4.484 -7.723
H -19.747 4.249 -2.289
H -19.010 2.998 -2.883
C -16.917 -1.481 -7.943
C -15.386 -1.121 -8.106
C -14.592 -1.651 -6.883
O -13.360 -0.909 -6.729
C -12.267 -1.551 -6.033
N -14.989 -1.777 -9.357
H -17.259 -1.097 -6.982
H -17.201 -2.530 -7.851
H -17.604 -1.085 -8.690
H -15.340 -0.049 -8.294
H -14.496 -2.737 -6.905
H -15.164 -1.482 -5.970
H -11.381 -0.927 -6.150
H -12.004 -2.538 -6.414
H -12.510 -1.712 -4.983
H -15.614 -1.382 -10.045
H -14.014 -1.604 -9.557
C -12.444 5.365 -6.619
C -13.626 5.295 -5.612
C -14.808 4.609 -6.318
C -14.664 3.095 -6.520
C -14.441 2.516 -5.135
C -13.190 3.062 -4.388
N -13.301 4.516 -4.390
O -12.423 5.155 -3.554
C -13.432 2.565 -2.942
C -11.822 2.522 -4.845
C -14.066 6.705 -5.156
H -12.612 6.208 -7.290
H -12.325 4.462 -7.218
H -11.479 5.575 -6.158
H -15.727 4.876 -5.795
H -14.897 5.079 -7.298
H -13.897 2.840 -7.252
H -15.555 2.693 -7.001
H -14.363 1.431 -5.209
H -15.347 2.696 -4.557
H -13.391 1.480 -2.853
H -12.688 3.014 -2.283
H -14.378 2.981 -2.595
H -11.035 3.146 -4.423
H -11.674 1.465 -4.624
H -11.652 2.595 -5.920
H -14.690 6.507 -4.285
H -14.706 7.114 -5.938
H -13.238 7.397 -5.008
H -13.074 5.468 -2.923
C -23.641 -5.894 -11.508
C -22.688 -6.611 -10.538
C -23.521 -7.664 -9.757
C -22.589 -8.556 -8.927
C -21.585 -9.346 -9.804
C -20.664 -8.262 -10.595
N -21.557 -7.259 -11.271
O -20.751 -6.317 -12.018
C -19.682 -7.716 -9.641
C -19.926 -9.125 -11.683
C -22.085 -5.631 -9.501
H -24.008 -6.587 -12.264
H -23.136 -5.047 -11.972
H -24.504 -5.637 -10.895
H -24.288 -7.198 -9.138
H -24.096 -8.241 -10.481
H -23.216 -9.285 -8.414
H -22.000 -8.028 -8.177
H -22.001 -10.050 -10.525
H -21.110 -9.958 -9.037
H -19.101 -8.515 -9.179
H -18.921 -7.060 -10.064
H -20.089 -7.058 -8.873
H -19.413 -10.021 -11.334
H -20.524 -9.403 -12.551
H -19.074 -8.556 -12.054
H -21.345 -4.973 -9.955
H -21.595 -5.961 -8.585
H -22.902 -5.002 -9.145
H -20.294 -5.911 -11.278
C -24.413 6.460 -12.085
C -24.027 5.009 -11.773
C -24.170 4.202 -13.074
C -23.575 2.773 -12.987
C -22.036 2.858 -12.531
C -21.873 3.674 -11.169
N -22.586 4.934 -11.333
O -22.383 5.730 -10.205
C -22.421 2.688 -10.151
C -20.364 3.922 -11.051
C -25.105 4.602 -10.794
H -24.346 7.109 -11.211
H -25.465 6.585 -12.339
H -23.790 6.906 -12.860
H -25.236 4.073 -13.265
H -23.788 4.672 -13.980
H -23.640 2.250 -13.941
H -24.213 2.125 -12.387
H -21.411 3.248 -13.335
H -21.824 1.794 -12.424
H -21.553 2.054 -9.968
H -22.617 3.261 -9.244
H -23.386 2.232 -10.372
H -19.836 2.977 -10.927
H -19.930 4.450 -11.900
H -20.162 4.574 -10.201
H -24.801 4.947 -9.806
H -25.196 3.518 -10.724
H -26.121 4.971 -10.933
H -21.943 6.529 -10.504
*
```

=====

no.,energy (eV)
1,-189868.256
2,-134185.193
3,-134483.107